(1)
C22H36Cl2O10S | ωB97M-V with the def2-TZVPD basis set

Results
- SMILES: O=S1(=O)CCCC1.O=C1CCCO1.O=C1CCCO1.O=C1CCCO1.O=C1CCCO1.ClCCCl
- Electronic energy: -2930.836081 Ha
- Kohn-Sham gap: 9.6 eV
- Total charge: 0
- Energy above the lowest of the compared OMol25 structures with the same formula, charge and spin: 20.5 kcal per mole

Structure (XYZ):
```
71
Properties=species:S:1:pos:R:3:forces:R:3
C 4.72505 -2.72423 5.98668 -1.294 0.790 0.783
C 4.16341 -2.33177 4.59595 -0.189 -0.648 -1.583
C 2.82046 -1.61442 4.70826 -0.716 0.755 1.228
S 1.97150 -2.30061 6.19778 1.432 -1.440 -1.052
O 1.32780 -3.54438 5.78702 0.459 0.918 0.384
O 1.24247 -1.32853 6.96167 -0.169 0.230 -0.162
C 3.58147 -2.62229 7.02861 -1.120 0.454 -0.044
H 5.41245 -1.93197 6.27278 0.428 -0.306 -0.011
H 5.16971 -3.70137 6.13291 0.280 -0.020 -0.725
H 4.04226 -3.13473 3.86104 -0.220 -0.654 0.754
H 4.87067 -1.75347 3.99510 0.062 0.554 0.615
H 2.08429 -1.67091 3.90890 0.332 -0.376 -0.269
H 2.91844 -0.55117 4.94360 0.188 0.000 0.039
H 3.41190 -3.47013 7.68853 0.212 -0.129 -0.110
H 3.63472 -1.71951 7.63680 0.313 -0.104 0.127
O -0.82903 1.62398 -1.23001 -0.049 -0.088 0.540
C -0.75675 0.68831 -0.47746 0.744 0.521 -1.384
O -1.76170 -0.20011 -0.38496 -0.159 -0.200 0.466
C -1.37824 -1.29480 0.48096 -0.453 -0.451 -1.464
C -0.16237 -0.78695 1.21081 -0.155 -0.626 1.466
C 0.47774 0.21592 0.30396 -0.618 0.498 -1.048
H -1.17100 -2.16010 -0.16467 0.265 0.199 -0.043
H -2.26583 -1.60430 1.03175 0.247 0.401 0.507
H 0.45238 -1.64029 1.49978 0.117 0.262 0.261
H -0.55769 -0.25333 2.08028 0.468 -0.197 0.228
H 1.17714 -0.17600 -0.44235 -0.183 -0.323 0.021
H 1.00063 1.07223 0.72243 -0.259 -0.056 0.430
O -2.79085 -0.51722 -6.91857 -0.532 -0.264 0.026
C -3.14054 -0.75927 -5.80049 1.060 0.619 -0.248
O -3.22867 0.23615 -4.87613 -0.906 0.722 -0.040
C -3.34410 -0.30421 -3.57217 0.792 -1.281 0.754
C -3.86134 -1.72291 -3.76651 -0.393 -0.449 0.193
C -3.29496 -2.09158 -5.11919 0.225 -0.129 0.167
H -3.95232 0.17817 -2.80637 -0.106 0.892 -0.741
H -2.31483 -0.32937 -3.18860 -0.199 -0.031 0.232
H -4.95237 -1.77874 -3.81011 0.017 0.314 0.085
H -3.55588 -2.35668 -2.93272 0.089 -0.100 -0.155
H -3.87481 -2.78052 -5.72533 0.069 -0.075 0.038
H -2.27038 -2.45930 -4.99651 -0.073 -0.182 -0.242
O -1.10954 5.48793 -2.83800 0.499 -0.092 0.102
C -2.06421 4.83286 -2.54594 -0.392 0.626 0.215
O -2.93399 4.41108 -3.46734 -0.423 -0.221 -0.503
C -4.01910 3.59333 -2.91741 1.635 0.598 -0.840
C -3.68526 3.46494 -1.43867 -0.796 -0.527 0.311
C -2.64480 4.55541 -1.18104 -0.647 -0.650 0.007
H -3.89468 2.71139 -3.54299 -0.730 -0.371 0.396
H -4.94336 4.13160 -3.11567 -0.079 -0.156 -0.039
H -3.32595 2.47065 -1.17481 0.278 0.066 -0.210
H -4.61820 3.58633 -0.88382 0.196 0.197 0.238
H -1.93164 4.24697 -0.42473 0.185 0.376 -0.040
H -3.17665 5.47496 -0.92803 0.329 0.104 0.341
O 4.35476 -2.47665 -4.69923 0.417 -0.226 0.145
C 3.28857 -2.39475 -4.16741 0.858 0.364 -0.678
O 2.49689 -3.45512 -3.98470 -0.755 -0.129 0.481
C 1.32083 -2.99055 -3.28611 -0.571 -0.242 -0.763
C 1.11121 -1.53802 -3.75815 1.490 -0.621 0.913
C 2.60284 -1.10482 -3.80537 -0.969 0.278 -0.582
H 1.52795 -3.12249 -2.22407 -0.230 0.337 0.153
H 0.47312 -3.61102 -3.57322 0.177 -0.264 0.066
H 0.45710 -1.02664 -3.05667 0.003 0.390 -0.233
H 0.76187 -1.51150 -4.78686 -0.488 -0.085 0.125
H 3.00079 -0.62678 -2.91358 0.002 -0.138 0.093
H 2.80675 -0.48019 -4.67383 0.009 0.385 0.292
Cl -0.27474 2.13828 3.61564 -0.365 0.043 -0.257
C 1.26880 2.96175 3.82901 1.110 -0.845 0.096
C 1.19911 4.36500 4.40937 -0.046 -1.487 -0.105
Cl 0.16872 5.43165 3.44292 0.385 0.149 0.014
H 1.90291 2.87797 2.94186 -0.722 0.507 -0.486
H 1.83608 2.28243 4.47550 -0.199 0.470 0.584
H 2.25524 4.63187 4.44715 -0.243 0.837 0.064
H 0.76772 4.28252 5.40276 0.080 0.328 0.074
```
Forces are in eV/Å.

=====

(2)
C22H36F9N3OP | ωB97M-V with the def2-TZVPD basis set

Results
- Electronic energy: -2339.292072 Ha
- Kohn-Sham gap: 7.7 eV
- Total charge: +1

Structure (XYZ):
```
72
Properties=species:S:1:pos:R:3:forces:R:3
C -1.98433 0.88080 4.17997 -0.037 0.059 -0.067
C -1.75243 2.16042 3.39466 -0.038 -0.025 0.014
N -2.20427 2.14661 1.92804 0.174 -0.045 -0.063
P -3.98882 2.54148 1.94409 -0.026 -0.082 0.005
N -4.86445 1.71069 2.88042 -0.106 0.246 -0.287
C -1.51932 3.28781 1.18289 -0.168 -0.058 -0.064
C -0.23331 2.67616 0.67932 0.058 0.017 0.016
C -0.73963 1.35186 0.11967 -0.178 -0.007 -0.208
O 0.22682 0.35810 -0.00477 0.118 -0.069 0.158
C 0.89602 0.28727 -1.26976 -0.065 0.061 -0.196
C 2.37455 -0.03755 -1.12201 0.052 -0.095 0.040
C 2.57672 -1.52028 -0.79423 -0.140 0.013 0.011
C 3.13746 0.90595 -0.16974 0.024 0.077 -0.049
C 4.63641 0.87810 -0.48704 0.017 0.011 0.050
C 2.90614 0.61963 1.33034 0.029 0.024 0.039
C -1.75030 0.87882 1.17830 0.147 -0.043 0.058
C -2.88134 0.00957 0.64597 -0.033 0.035 -0.020
C -2.37419 -1.33597 0.11582 -0.128 -0.021 -0.183
C -1.95884 -2.28500 1.21902 0.114 0.038 -0.039
F -0.83847 -1.84238 1.84688 0.239 0.087 0.035
F -2.91946 -2.34818 2.16168 -0.334 -0.024 0.314
C -1.70777 -3.71914 0.69525 0.252 0.061 0.017
F -2.90680 -4.27442 0.50048 -0.320 -0.166 -0.088
F -1.09483 -3.62042 -0.50148 0.207 -0.023 -0.234
C -0.88291 -4.67645 1.61491 0.023 0.076 0.014
F -1.27959 -5.92709 1.36082 -0.058 -0.184 -0.086
F -1.17961 -4.38048 2.88985 0.003 0.011 0.243
C 0.66460 -4.67372 1.46095 0.244 0.044 0.001
F 1.17144 -3.45518 1.70635 -0.073 -0.453 -0.038
F 1.01450 -5.04387 0.22709 -0.028 0.048 0.340
F 1.17841 -5.54210 2.33949 -0.188 0.396 -0.341
H -1.43150 0.02810 3.79286 0.019 -0.011 -0.024
H -3.04388 0.63734 4.23511 0.060 -0.012 -0.003
H -1.61763 1.05591 5.19208 -0.042 0.033 -0.010
H -0.70189 2.45126 3.38217 -0.006 -0.110 -0.022
H -2.31115 2.97726 3.86001 0.074 0.032 -0.010
H -3.73548 3.86210 2.32269 -0.119 0.031 0.094
H -4.20337 2.61262 0.56020 0.014 -0.012 -0.059
H -5.55608 1.10856 2.44952 0.064 -0.130 0.213
H -2.16598 3.52435 0.33069 0.072 0.129 0.032
H -1.44465 4.16868 1.81771 0.091 -0.121 0.086
H 0.46086 2.45437 1.49297 0.014 0.101 -0.022
H 0.27329 3.31156 -0.04611 -0.057 -0.038 -0.012
H -1.24983 1.51658 -0.84306 -0.003 0.032 0.056
H 0.41750 -0.50660 -1.85908 -0.027 0.085 -0.038
H 0.76165 1.22760 -1.81662 0.066 0.023 0.099
H 2.77034 0.15608 -2.12747 0.053 -0.066 0.051
H 2.30771 -2.14453 -1.64954 0.003 0.016 0.018
H 3.61222 -1.74158 -0.53544 -0.019 0.003 -0.008
H 1.94410 -1.83004 0.04146 0.108 0.053 -0.036
H 2.79605 1.92746 -0.38447 -0.075 -0.074 -0.043
H 5.14966 1.70416 0.00952 -0.017 -0.034 -0.014
H 4.82582 0.95612 -1.56019 -0.007 0.070 0.040
H 5.10023 -0.04364 -0.12837 -0.044 -0.007 -0.054
H 3.82641 0.28010 1.81003 -0.044 -0.048 -0.040
H 2.14311 -0.13937 1.49598 0.023 0.048 0.023
H 2.59952 1.52086 1.86677 0.006 -0.015 -0.022
H -1.15960 0.30597 1.88180 -0.029 0.051 0.146
H -3.62375 -0.17357 1.42356 0.032 -0.029 0.015
H -3.38698 0.52239 -0.17906 0.020 -0.033 0.025
H -3.18224 -1.82509 -0.43250 0.010 0.037 0.011
H -1.53877 -1.21608 -0.57281 -0.034 0.010 0.065
N 2.77095 0.14943 -5.19873 -0.004 0.042 0.028
C 1.43760 -0.15149 -5.11216 0.017 -0.024 0.064
C 0.79371 0.49695 -6.13186 -0.008 0.038 0.023
C 1.77694 1.21998 -6.86075 -0.007 -0.005 -0.007
C 2.98483 0.98328 -6.26244 0.003 -0.005 0.008
H 3.48745 -0.20065 -4.58966 0.000 -0.036 -0.040
H 1.06272 -0.81111 -4.34736 0.016 -0.032 -0.022
H -0.26205 0.45109 -6.34104 0.002 -0.002 -0.003
H 1.61585 1.83330 -7.73109 0.000 0.000 0.003
H 3.97392 1.32926 -6.50854 -0.003 0.005 0.001
```
Forces are in eV/Å.